{"formula": "C54H147N5O34", "method": "ωB97M-V with the def2-TZVPD basis set", "elements": ["C", "C", "H", "H", "H", "H", "H", "H", "H", "C", "C", "H", "H", "H", "H", "H", "H", "C", "H", "H", "C", "H", "O", "H", "C", "H", "O", "O", "H", "O", "H", "H", "C", "H", "H", "H", "H", "H", "C", "C", "O", "H", "O", "H", "H", "H", "H", "C", "H", "H", "O", "C", "C", "H", "H", "H", "H", "H", "C", "C", "C", "H", "H", "H", "H", "O", "H", "H", "H", "H", "H", "O", "H", "H", "H", "H", "H", "C", "H", "C", "O", "H", "O", "H", "N", "H", "O", "O", "H", "H", "H", "C", "C", "O", "C", "O", "C", "C", "H", "H", "H", "C", "C", "C", "O", "H", "C", "N", "H", "H", "H", "H", "H", "O", "H", "H", "O", "H", "H", "H", "C", "H", "H", "H", "O", "O", "O", "O", "C", "C", "C", "H", "H", "H", "H", "H", "H", "C", "H", "H", "H", "H", "H", "H", "H", "H", "H", "H", "O", "C", "H", "H", "H", "H", "C", "H", "H", "O", "C", "H", "N", "C", "H", "N", "H", "O", "C", "H", "H", "H", "H", "C", "H", "O", "H", "H", "H", "H", "H", "C", "H", "H", "H", "H", "C", "H", "C", "H", "C", "H", "O", "H", "C", "H", "H", "C", "H", "H", "H", "H", "H", "C", "H", "C", "H", "O", "C", "C", "C", "C", "H", "H", "N", "H", "H", "H", "O", "H", "H", "H", "C", "H", "C", "O", "H", "O", "O", "H", "H", "C", "H", "H", "H", "H", "O", "H", "H", "O", "C", "H"], "coordinates": [[-15.243, -32.456, -16.713], [-14.722, -22.599, -10.734], [-6.715, -32.236, -15.490], [-12.813, -29.895, -14.600], [-18.625, -22.863, -15.054], [-7.810, -26.993, -18.155], [-13.605, -26.139, -6.029], [-12.818, -29.889, -18.537], [-13.690, -23.224, -12.085], [-12.658, -29.504, -13.595], [-4.214, -33.360, -12.275], [-12.044, -25.542, -16.931], [-11.937, -30.063, -12.998], [-17.625, -29.286, -17.544], [-14.959, -18.353, -16.809], [-15.516, -31.820, -14.667], [-13.764, -32.513, -13.796], [-18.273, -25.973, -12.092], [-20.095, -30.152, -15.221], [-14.960, -22.797, -9.689], [-5.247, -33.207, -13.425], [-13.970, -24.412, -16.101], [-13.514, -28.174, -18.022], [-21.957, -16.356, -19.977], [-9.331, -32.966, -19.712], [-15.454, -17.504, -14.671], [-16.556, -19.014, -18.012], [-12.136, -24.101, -19.249], [-15.061, -27.582, -19.159], [-17.551, -23.514, -20.454], [-10.152, -33.628, -19.989], [-18.139, -17.993, -16.431], [-24.078, -28.031, -16.422], [-4.104, -34.443, -12.223], [-17.661, -23.195, -19.555], [-10.192, -20.349, -17.670], [-7.745, -26.583, -10.678], [-4.347, -33.489, -8.971], [-11.364, -22.550, -21.069], [-17.684, -29.262, -16.456], [-13.641, -32.412, -14.743], [-9.189, -27.321, -19.601], [-13.477, -24.466, -14.100], [-10.866, -21.635, -12.464], [-10.289, -19.863, -9.077], [-23.141, -13.846, -19.058], [-14.347, -30.784, -16.522], [-3.906, -33.118, -9.896], [-9.821, -22.234, -10.557], [-21.215, -28.277, -16.001], [-18.416, -21.025, -16.060], [-17.882, -22.121, -15.343], [-10.408, -20.134, -16.624], [-22.333, -13.544, -17.377], [-16.655, -23.488, -17.879], [-11.624, -27.067, -12.026], [-18.474, -21.397, -16.943], [-10.360, -23.673, -19.421], [-12.712, -25.568, -7.781], [-15.867, -20.092, -18.521], [-8.799, -26.558, -10.401], [-16.663, -23.935, -12.774], [-11.177, -28.874, -20.421], [-9.867, -20.185, -12.241], [-13.992, -26.047, -15.395], [-8.399, -32.807, -20.663], [-16.334, -20.950, -18.037], [-23.436, -14.865, -17.784], [-22.176, -16.864, -18.367], [-10.744, -31.303, -20.152], [-14.338, -24.052, -14.004], [-13.858, -29.698, -12.822], [-16.971, -27.370, -11.182], [-19.578, -30.617, -16.945], [-14.875, -21.531, -10.886], [-10.409, -22.026, -21.112], [-5.092, -31.284, -13.244], [-14.598, -18.122, -14.942], [-12.181, -19.955, -12.724], [-21.143, -29.133, -16.672], [-8.843, -21.930, -15.809], [-9.924, -29.730, -13.779], [-10.119, -30.937, -18.317], [-13.736, -26.379, -18.932], [-22.353, -29.972, -16.477], [-6.017, -30.732, -15.453], [-11.225, -23.728, -21.901], [-11.635, -26.498, -15.169], [-13.887, -17.500, -14.398], [-9.965, -28.936, -15.256], [-26.887, -26.792, -15.083], [-7.421, -30.871, -13.811], [-9.850, -31.510, -19.564], [-9.116, -26.191, -16.770], [-18.297, -25.724, -14.468], [-25.483, -27.840, -16.281], [-17.081, -26.983, -12.195], [-14.557, -19.612, -14.552], [-3.380, -32.179, -9.717], [-15.092, -19.846, -13.631], [-15.220, -20.088, -15.275], [-22.640, -14.227, -18.169], [-14.975, -32.609, -15.189], [-23.615, -29.453, -17.011], [-19.051, -28.766, -16.106], [-16.532, -23.838, -15.535], [-15.956, -23.287, -11.297], [-5.149, -31.899, -14.043], [-18.444, -19.450, -18.596], [-14.874, -20.170, -18.078], [-16.890, -22.728, -11.248], [-17.314, -27.804, -12.873], [-15.803, -20.110, -19.609], [-15.140, -31.095, -16.964], [-8.953, -25.258, -15.131], [-7.652, -24.921, -16.242], [-9.735, -20.513, -9.517], [-3.113, -33.816, -10.164], [-15.072, -22.975, -21.083], [-15.922, -29.154, -12.929], [-13.502, -25.073, -15.372], [-12.704, -20.081, -15.242], [-14.384, -27.602, -11.380], [-14.992, -28.800, -14.315], [-10.845, -24.230, -7.724], [-14.824, -23.346, -18.996], [-12.794, -25.707, -6.307], [-13.212, -19.965, -14.436], [-14.928, -28.821, -13.227], [-20.237, -17.139, -18.881], [-6.363, -31.503, -14.765], [-12.400, -28.447, -13.662], [-7.943, -22.191, -15.603], [-17.692, -18.298, -19.514], [-25.243, -26.395, -14.713], [-7.706, -26.552, -15.236], [-16.658, -24.863, -19.349], [-25.912, -26.627, -15.541], [-23.684, -29.500, -18.098], [-15.531, -25.547, -12.343], [-9.056, -30.801, -19.794], [-16.142, -24.286, -10.904], [-12.183, -26.448, -8.145], [-5.121, -33.897, -14.260], [-15.962, -22.369, -16.273], [-12.001, -27.372, -19.802], [-17.263, -25.962, -14.718], [-9.803, -30.692, -15.159], [-8.001, -29.863, -14.669], [-16.524, -24.475, -20.359], [-8.938, -27.460, -9.806], [-3.310, -32.757, -12.361], [-17.612, -16.811, -17.563], [-14.412, -24.473, -20.622], [-15.196, -23.768, -20.346], [-10.345, -23.571, -22.251], [-7.135, -30.476, -12.836], [-10.930, -27.321, -11.412], [-9.775, -27.215, -18.688], [-13.870, -23.262, -18.930], [-19.787, -17.283, -17.507], [-18.312, -17.638, -17.447], [-12.199, -21.899, -21.325], [-10.778, -28.261, -18.495], [-11.385, -21.729, -10.067], [-9.019, -25.381, -9.852], [-10.696, -20.763, -11.833], [-12.577, -23.501, -7.825], [-18.818, -25.096, -15.192], [-22.621, -30.035, -15.506], [-11.239, -22.314, -18.867], [-17.792, -18.586, -18.468], [-14.447, -33.076, -17.126], [-11.339, -21.089, -16.093], [-9.750, -25.674, -12.249], [-10.840, -19.145, -16.466], [-16.608, -25.263, -21.107], [-6.231, -33.229, -12.955], [-19.207, -26.534, -12.095], [-8.722, -27.242, -17.613], [-21.107, -28.855, -17.726], [-16.899, -28.601, -16.089], [-8.195, -31.588, -13.540], [-17.415, -30.204, -15.979], [-14.346, -27.148, -18.459], [-14.858, -26.709, -17.603], [-8.198, -25.731, -15.759], [-19.716, -16.345, -17.141], [-9.439, -29.748, -14.755], [-12.354, -24.522, -20.084], [-15.839, -23.452, -12.678], [-11.322, -27.949, -17.703], [-11.720, -28.405, -19.600], [-25.935, -25.812, -16.265], [-15.386, -33.567, -14.870], [-14.685, -27.466, -12.419], [-23.691, -28.043, -15.403], [-9.255, -27.403, -12.292], [-17.471, -21.702, -14.425], [-10.790, -21.693, -15.588], [-8.159, -33.689, -20.955], [-9.640, -26.593, -11.673], [-8.657, -28.268, -17.250], [-16.860, -22.958, -16.086], [-10.752, -26.572, -15.539], [-4.794, -32.930, -11.026], [-21.513, -16.261, -18.986], [-11.297, -23.139, -19.577], [-12.100, -25.313, -15.866], [-12.998, -28.979, -19.108], [-9.881, -25.383, -9.430], [-24.459, -30.135, -16.902], [-15.748, -26.517, -12.521], [-13.662, -25.700, -8.299], [-16.126, -33.005, -17.041], [-8.897, -33.367, -18.796], [-18.230, -25.028, -13.220], [-19.430, -16.729, -19.489], [-18.864, -26.655, -14.484], [-10.991, -23.919, -6.828], [-9.111, -20.557, -15.924], [-10.138, -26.188, -18.694], [-19.918, -29.847, -16.252], [-14.242, -17.974, -16.296], [-23.548, -27.204, -16.895], [-17.441, -23.323, -17.352], [-13.574, -23.273, -11.134], [-13.818, -27.010, -12.898], [-20.365, -18.118, -19.342], [-10.438, -21.342, -10.443], [-9.131, -20.144, -14.916], [-18.073, -25.355, -11.217], [-8.235, -20.234, -16.487], [-13.755, -29.112, -19.881], [-11.869, -19.976, -11.817], [-12.063, -24.278, -9.441], [-10.314, -30.000, -18.388], [-21.406, -14.946, -18.461], [-12.076, -24.313, -8.351], [-11.389, -24.536, -15.586]], "forces_ev_per_a": [[2.20, -1.19, 2.61], [-2.85, -0.92, 1.58], [-0.36, -0.54, 0.68], [0.30, -0.19, -0.07], [-0.69, 0.29, 0.13], [0.60, 0.10, 0.53], [-0.10, 0.05, -0.45], [0.05, -0.58, -0.69], [0.88, -0.48, -0.60], [-1.00, -0.10, 0.84], [-1.36, -0.42, 0.27], [-0.28, 0.41, -0.19], [0.30, 0.12, -0.54], [0.12, -0.39, 0.05], [-0.37, 0.09, -0.41], [-0.78, -0.01, -0.15], [0.62, 0.28, 0.26], [2.48, 0.51, -1.69], [-0.02, -1.26, -0.07], [0.97, 0.39, 0.59], [0.43, 1.24, 0.49], [-0.37, 0.11, -0.09], [0.35, -0.56, -0.16], [0.27, 0.59, -0.40], [-2.24, 1.53, 2.56], [-1.14, -0.75, -0.36], [1.65, 1.91, 1.51], [-4.27, -2.08, 0.61], [-0.36, 0.37, -0.17], [-0.66, 0.16, -0.64], [-0.16, -0.12, -0.20], [0.10, -0.52, -0.24], [0.57, -0.89, 0.86], [0.94, -0.07, 0.23], [-0.45, 0.33, -0.01], [-0.69, 0.27, -0.44], [0.18, -0.06, -0.30], [-0.66, 0.18, -0.37], [1.22, -1.87, 2.30], [-0.76, 1.17, 0.50], [0.06, -0.57, -0.86], [-0.63, -0.53, -0.53], [-0.04, -0.16, -0.05], [0.08, -0.20, -0.29], [-0.36, -0.11, -0.30], [0.66, 0.75, -0.17], [0.21, 0.09, 0.00], [0.62, 0.29, -1.34], [0.28, 0.06, 0.00], [0.15, 0.52, -0.42], [0.45, -0.74, -0.21], [0.09, -0.50, 1.04], [0.62, -2.86, 0.18], [-0.39, 0.42, -0.52], [0.35, -0.12, -0.44], [0.16, 0.35, -0.23], [-0.36, 0.32, -0.58], [1.27, 0.86, -0.82], [-1.04, -1.89, -0.64], [-0.48, -1.20, 0.53], [0.27, -1.71, -3.10], [-0.54, -0.42, -1.78], [-0.60, -0.12, -0.23], [0.38, -0.03, 0.20], [-0.32, -0.11, 0.26], [2.15, -0.77, -2.57], [-0.29, -0.80, -0.96], [0.29, -0.57, 0.52], [-0.64, 0.26, 0.41], [0.11, -0.52, -0.82], [-0.31, 0.11, 0.49], [-1.07, 0.15, -0.51], [-0.68, -0.74, 0.39], [-0.02, -0.09, 0.19], [1.05, 0.22, -0.41], [-0.28, 0.62, -0.19], [0.24, 0.58, -0.12], [0.30, 0.86, 0.80], [-0.50, 0.24, -0.35], [-2.67, -0.66, 0.03], [-2.03, -1.90, -0.45], [0.42, 0.18, 0.55], [-0.72, -2.35, 2.71], [-0.27, 0.40, -0.26], [-1.19, 0.11, -0.43], [-0.31, 0.51, 0.23], [-0.28, 1.09, -0.19], [-0.01, 0.28, -0.27], [0.79, -0.70, 0.22], [1.29, 0.42, -0.62], [-0.04, -0.27, -0.48], [-1.70, -0.41, -2.19], [0.17, 1.81, 0.37], [0.24, -0.82, 1.06], [0.22, 0.19, -0.07], [-0.53, 0.52, 0.21], [0.06, 0.02, 0.92], [-0.76, 2.02, 0.03], [-0.14, 0.20, 0.28], [0.46, 0.29, 0.47], [0.63, -0.73, -0.69], [0.70, -1.49, -0.05], [-1.76, -0.10, -0.05], [-1.41, 1.20, -0.93], [4.30, -0.43, -0.68], [-0.35, -0.08, 0.24], [-0.29, 0.49, -0.14], [0.21, 0.05, -0.03], [-0.46, -0.50, 0.45], [0.28, 0.72, -0.20], [0.04, 0.50, 1.29], [-0.36, 0.05, 0.08], [-0.14, -0.25, -0.08], [-0.64, 0.66, -1.45], [0.66, 0.22, 0.85], [0.92, -0.35, 0.40], [0.09, -0.15, -0.22], [-0.01, -0.30, -0.05], [-0.62, 0.36, 0.15], [0.37, -0.94, 0.35], [0.79, 0.51, -0.96], [-0.28, -0.25, -0.52], [-0.11, -1.02, 0.21], [0.35, 0.80, -0.21], [2.82, 0.15, -0.37], [-1.80, 0.26, -0.63], [0.56, 1.24, -1.56], [0.02, -0.92, 0.89], [0.77, 0.71, 1.93], [0.52, 1.41, -0.69], [1.23, 1.24, 0.86], [0.20, -0.01, 0.01], [-0.02, 0.76, 0.03], [-0.03, 1.11, -0.04], [0.36, -0.03, -0.11], [0.41, 0.28, -0.19], [0.41, -1.07, -0.11], [0.97, -1.27, -0.99], [0.93, 0.77, -0.38], [0.20, -0.35, 0.01], [0.52, -0.79, -1.82], [0.34, -0.03, 0.80], [0.57, 0.01, 0.10], [-0.05, -0.64, 0.56], [0.20, 0.16, -0.12], [0.06, 0.30, -1.23], [-0.04, -0.04, -0.61], [-0.18, 0.01, -0.53], [-0.82, 1.57, -0.09], [0.04, 1.06, 1.24], [-0.50, -0.05, 0.28], [0.28, -0.46, -0.79], [-0.38, 0.90, 0.10], [0.02, -0.47, -0.25], [2.26, -0.78, 0.50], [-0.05, -0.76, -0.45], [0.85, 0.35, -0.25], [0.37, 1.28, 0.99], [0.59, -0.55, -0.69], [0.36, -0.29, -0.11], [1.80, -0.02, -0.13], [-0.68, 0.68, 0.30], [-0.14, -0.33, 0.03], [0.44, 0.16, 0.25], [-0.22, 0.30, 0.20], [-0.45, 3.34, 3.03], [-0.37, -0.36, 0.62], [-1.17, 0.57, -1.26], [0.46, 0.22, -0.07], [0.91, -0.27, 0.52], [-0.66, 0.10, 0.26], [-0.57, -2.58, -1.00], [0.50, 0.28, -0.74], [-0.70, 0.47, -0.55], [-0.04, 0.13, 0.52], [0.78, 0.15, 0.10], [-0.06, 0.27, -0.09], [-0.24, -1.03, 0.13], [-0.06, 0.21, 0.26], [-0.11, 0.51, -1.32], [0.04, 0.27, 0.09], [-0.37, 0.57, -0.01], [-0.21, -0.30, -0.16], [-0.57, -0.28, -0.23], [0.05, 0.22, -0.11], [-0.01, -0.06, -0.02], [-2.13, 0.33, -0.69], [-0.77, 0.30, 0.27], [-0.23, -2.13, 1.48], [-0.16, -0.70, -0.14], [0.43, -0.30, -1.30], [-0.28, -0.21, 0.44], [0.55, 1.90, 0.44], [-0.10, 0.19, 0.23], [0.20, -0.32, 0.18], [0.44, 0.01, -1.64], [0.37, -0.01, 0.39], [1.04, 0.58, -0.72], [0.22, -0.24, 0.04], [-0.37, -0.63, 0.17], [0.38, 0.02, -0.35], [-0.91, -4.09, -0.87], [0.14, 0.17, 0.89], [0.31, 1.00, -0.40], [0.56, -0.53, 0.09], [-0.26, -0.38, 0.71], [-0.39, -1.64, 0.85], [3.58, 3.10, -1.37], [0.32, -1.25, 1.04], [-0.36, -1.00, 1.82], [-0.03, 0.33, 0.38], [0.13, -0.35, 1.24], [-1.20, 1.04, -1.50], [-0.69, 0.17, 0.52], [-0.58, 1.01, 0.17], [-0.08, 0.20, 0.46], [-0.87, -1.01, 1.03], [0.14, 0.60, -0.28], [-0.10, -0.13, 0.60], [0.15, -0.16, -0.03], [2.38, 2.31, 0.54], [-0.61, 0.07, -0.17], [-0.84, 0.75, 0.94], [0.16, -0.04, -0.25], [-0.28, 0.20, -0.49], [0.20, -0.01, 0.46], [-0.08, 0.77, -0.20], [0.13, 0.23, 0.01], [-0.73, -0.08, 0.17], [0.42, 0.02, -0.19], [0.22, 0.32, 0.11], [-0.64, -0.06, 0.09], [-0.14, 1.20, 0.12], [0.03, -0.08, -0.05], [0.05, 0.18, 0.25], [0.09, 0.05, 0.19], [0.00, 0.81, -0.17], [-0.27, -0.09, -0.31], [-1.31, -0.20, 3.35], [-0.35, 0.59, -0.30]], "relative_energy_kj_mol": 243.43, "homo_lumo_gap_ev": 8.451, "e_tot_ha": -4976.768617}